# 1
Density functional theory data (ωB97M-V/def2-TZVPD) for C30H25CeClO2P as an isolated structure.

Its largest force on an atom is 3.3 eV/A. For the HOMO-LUMO gap (alpha / beta), the calculation gives 6.24 / 6.24 eV. Its charge is +1. The value obtained for the electronic energy is -70347.3454 eV.

```
60
Properties=species:S:1:pos:R:3:forces:R:3
C 3.2045 1.2466 -0.4017 -0.13 0.91 0.11
C 2.0650 1.5604 -1.2013 0.33 0.70 0.76
C 1.2233 2.4487 -0.4480 0.99 0.17 0.29
H 1.8833 1.2104 -2.2179 -0.03 0.00 0.39
C 1.8512 2.6799 0.8280 0.50 0.12 -1.05
C 3.0804 1.9381 0.8578 -0.30 0.49 -1.05
H 3.8152 1.9514 1.6645 -0.31 -0.18 -0.22
H 4.0392 0.6114 -0.6992 -0.37 0.13 0.20
H 0.2936 2.9067 -0.7898 0.24 -0.29 0.20
H 1.4634 3.3025 1.6329 0.07 -0.21 -0.27
Ce 1.2246 0.2494 0.9224 -1.90 -2.20 1.47
Cl -0.6492 0.9852 2.5279 0.68 -0.13 -0.46
P -1.5521 0.3228 -0.9737 0.17 -0.33 0.18
C -2.5008 1.8694 -1.1150 -0.18 0.50 0.14
C -3.1356 2.2903 -2.2966 0.08 0.08 0.25
H -3.1139 1.6678 -3.1923 0.07 0.19 0.25
C -3.8032 3.5183 -2.3262 0.04 -0.03 0.16
H -4.2721 3.8531 -3.2552 0.14 -0.11 0.35
C -3.8659 4.3133 -1.1781 0.15 -0.14 0.11
H -4.3664 5.2819 -1.2084 0.09 -0.30 -0.02
C -3.2782 3.8756 0.0177 -0.12 0.02 -0.31
H -3.3429 4.4822 0.9233 0.00 -0.17 -0.31
C -2.5987 2.6628 0.0465 0.10 -0.13 -0.25
H -2.1328 2.3137 0.9712 -0.17 0.19 -0.31
C -1.2687 -0.2068 -2.6945 0.12 -0.17 -0.36
C -0.6122 0.6758 -3.5760 -0.03 -0.41 0.00
H -0.4152 1.7073 -3.2730 -0.03 -0.28 -0.08
C -0.2322 0.2400 -4.8456 -0.08 -0.09 0.13
H 0.2754 0.9309 -5.5210 -0.16 -0.24 0.16
C -0.4944 -1.0774 -5.2418 0.00 -0.01 0.25
H -0.1595 -1.4279 -6.2183 -0.15 0.12 0.24
C -1.1681 -1.9489 -4.3796 0.10 0.21 -0.09
H -1.3810 -2.9742 -4.6873 0.05 0.34 0.05
C -1.5666 -1.5148 -3.1143 0.09 0.34 -0.03
H -2.1256 -2.1836 -2.4575 0.24 0.15 -0.16
C -2.7401 -0.8845 -0.2906 0.02 -0.35 0.32
C -4.1222 -0.7471 -0.4885 0.16 -0.21 0.08
H -4.5100 0.0910 -1.0695 0.11 -0.21 0.18
C -5.0049 -1.6830 0.0560 0.14 -0.05 0.06
H -6.0800 -1.5696 -0.1051 0.39 -0.05 0.07
C -4.5141 -2.7546 0.8075 0.25 0.12 -0.09
H -5.2016 -3.4818 1.2423 0.20 0.23 -0.14
C -3.1347 -2.8979 1.0099 -0.03 0.00 -0.07
H -2.7435 -3.7358 1.5901 -0.19 0.26 -0.15
C -2.2474 -1.9694 0.4690 -0.54 0.44 -0.28
H -1.1718 -2.0806 0.6410 -0.29 -0.01 -0.04
O 3.1000 -1.2977 1.0512 -0.69 0.12 0.69
C 2.9559 -1.3586 2.3273 -0.04 0.24 0.08
O 1.8640 -0.9118 2.8562 0.34 0.24 -1.15
C 4.0295 -1.8054 3.2404 -0.02 -0.08 -0.22
C 4.9376 -2.7948 2.8634 0.32 0.04 0.12
C 5.9472 -3.1722 3.7583 -0.19 0.08 -0.17
C 6.0554 -2.5345 5.0020 -0.33 0.11 -0.22
C 5.1403 -1.5355 5.3626 -0.06 -0.02 -0.17
C 4.1125 -1.1819 4.4833 0.26 -0.02 0.49
H 4.8365 -3.2381 1.8701 0.16 0.02 0.37
H 6.6524 -3.9597 3.4770 -0.26 0.32 0.13
H 6.8511 -2.8134 5.6946 -0.24 0.06 -0.23
H 5.2255 -1.0299 6.3288 -0.02 -0.23 -0.37
H 3.3787 -0.4151 4.7427 0.28 -0.30 0.00
```
Forces are in eV/Å.



# 2
Density functional theory data (ωB97M-V/def2-TZVPD) for C30H25Cl4FeGeO5 as an isolated structure.

Its largest force on an atom is 2.9 eV/A. For the HOMO-LUMO gap (alpha / beta), the calculation gives 5.83 / 5.82 eV. Its charge is -2. The value obtained for the electronic energy is -182743.8558 eV. As for the multiplicity: 6.

```
66
Properties=species:S:1:pos:R:3:forces:R:3
Fe -0.4776 -0.1686 0.0714 2.84 0.63 -0.49
Cl 5.2663 3.4962 -0.9603 -0.07 -0.07 0.03
C 4.0672 2.4484 -0.2517 -0.09 -0.01 -0.05
C 4.2197 1.9804 1.0374 -0.03 -0.03 0.04
Cl 5.6183 2.4230 1.9786 -0.06 -0.03 -0.04
C 3.2305 1.1472 1.5964 0.11 0.03 0.07
Cl 3.3875 0.5410 3.2251 0.03 0.07 -0.07
C 2.0938 0.7741 0.8872 -0.17 -0.14 0.21
O 1.1410 0.0353 1.3709 0.02 -0.19 -0.12
C 1.9455 1.2502 -0.4634 -0.53 -0.16 -0.20
O 0.8681 0.8871 -1.0989 0.48 0.30 -0.05
C 2.9238 2.0822 -0.9915 0.21 0.09 -0.05
Cl 2.6861 2.6625 -2.6163 0.05 0.00 0.07
O -0.1511 -2.8400 -2.9285 0.04 -0.11 -0.07
C -0.6823 -2.0257 -2.1880 0.09 0.09 0.49
O -0.3501 -1.8379 -0.9442 -0.50 0.02 -0.52
C -1.8841 -1.2308 -2.6963 -0.03 0.28 -0.06
C -1.9261 0.2818 -2.3704 0.39 -0.26 0.19
Ge -2.8694 0.8732 -0.6912 -1.73 0.79 -0.33
C -2.6930 -2.0613 1.2355 0.03 0.33 -0.03
C -1.3980 -1.5778 1.7995 -0.45 0.09 0.46
C -0.6366 -2.2853 2.6701 0.05 -0.14 0.00
C -1.0394 -3.5743 3.0781 -0.11 -0.07 -0.05
C -2.2826 -4.0953 2.6231 0.19 0.09 0.02
C -3.0695 -3.4035 1.7624 -0.12 0.07 -0.05
C -3.5747 2.7330 -0.7826 0.03 0.14 -0.20
C -3.3944 3.5444 -1.9060 -0.06 0.06 0.13
C -3.8697 4.8537 -1.9354 0.05 -0.11 0.04
C -4.5314 5.3804 -0.8334 -0.01 -0.07 0.00
C -4.7031 4.5923 0.2999 0.06 -0.08 -0.04
C -4.2264 3.2851 0.3250 0.00 0.05 -0.11
C -4.7429 0.1366 -1.4075 -0.14 -0.26 0.03
C -5.8717 0.2578 -0.5779 -0.02 0.02 -0.18
C -7.1416 -0.1528 -0.9687 0.08 0.03 -0.02
C -7.3434 -0.6984 -2.2323 0.07 0.02 0.01
C -6.2631 -0.7931 -3.0968 0.07 0.06 0.07
C -4.9936 -0.3791 -2.6867 -0.20 0.08 0.12
H -2.7647 -1.7312 -2.2807 -0.04 -0.02 -0.01
H -1.9109 -1.3950 -3.7744 -0.05 0.04 -0.04
H -2.5272 0.7987 -3.1256 0.00 -0.03 0.01
H -0.9221 0.7157 -2.4109 -0.07 -0.05 -0.04
H -1.2120 -0.4955 1.6632 -0.25 -0.37 0.81
H 0.2869 -1.8467 3.0328 -0.05 0.00 -0.02
H -0.4135 -4.1587 3.7404 -0.03 0.00 -0.01
H -2.6033 -5.0725 2.9685 0.01 -0.01 0.00
H -4.0137 -3.8208 1.4260 0.02 -0.02 0.02
H -2.8663 3.1550 -2.7731 -0.05 0.03 0.04
H -3.7161 5.4645 -2.8186 -0.01 0.00 0.00
H -4.9106 6.3959 -0.8576 0.03 0.00 0.02
H -5.2043 5.0024 1.1702 -0.02 -0.01 0.00
H -4.3573 2.6730 1.2147 0.00 0.06 -0.06
H -5.7429 0.6949 0.4071 -0.01 -0.07 -0.01
H -7.9775 -0.0548 -0.2827 0.01 0.02 0.00
H -8.3261 -1.0415 -2.5372 -0.01 0.02 0.00
H -6.4014 -1.1967 -4.0950 0.01 0.00 0.01
H -4.1892 -0.4663 -3.4050 0.02 -0.06 -0.01
C -3.8159 -0.9934 1.4448 0.10 0.05 -0.07
O -3.4681 0.3040 1.0465 0.35 -0.34 0.11
C -1.2078 1.5030 0.4188 -0.80 -0.97 0.26
C -0.9069 2.7298 1.1514 0.51 0.06 -0.23
H -4.0617 -0.9828 2.5141 0.00 0.14 0.03
H -2.6106 -2.1194 0.1345 0.14 -0.09 -0.01
H -4.7013 -1.3637 0.9097 -0.02 0.00 -0.02
H -1.7471 2.9245 1.8257 -0.14 -0.02 -0.04
H -0.8063 3.6131 0.5022 -0.17 -0.04 0.03
H 0.0041 2.6297 1.7579 -0.07 0.08 -0.01
```
Forces are in eV/Å.



# 3
Density functional theory data (ωB97M-V/def2-TZVPD) for C30H25ClLaN4O3SSeTe as an isolated structure.

Its largest force on an atom is 3.0 eV/A. For the HOMO-LUMO gap, the calculation gives 7.37 eV. Its charge is +1. The value obtained for the electronic energy is -140468.4550 eV.

```
67
Properties=species:S:1:pos:R:3:forces:R:3
La -0.3708 -0.4542 1.3900 -0.65 0.53 -0.76
N -2.1887 0.6842 3.1985 -0.34 -0.21 0.26
C -3.0865 1.1789 2.1913 -0.81 -1.87 -1.03
C -3.9045 0.1947 1.5187 0.90 1.24 -0.23
C -4.5369 0.5817 0.3299 0.50 -0.44 0.73
C -4.3564 1.8776 -0.1283 -0.64 0.24 -1.12
C -3.7231 2.8691 0.5839 0.30 -0.50 0.15
C -3.0214 2.4743 1.7265 -0.24 0.66 0.13
S -4.9477 2.1960 -1.8092 -0.76 -0.13 1.93
O -6.2492 1.5892 -1.8235 0.52 0.65 -0.63
O -4.6708 3.5711 -2.0888 -0.41 -0.23 -0.31
O -4.0548 1.2558 -2.6673 0.83 0.13 -0.46
H -1.8637 1.4428 3.7935 -0.05 -0.24 0.14
H -2.6454 -0.0442 3.7774 0.47 0.69 -0.28
H -3.9044 -0.8503 1.8439 -0.24 0.36 0.11
H -5.1444 -0.1010 -0.2677 0.28 0.07 0.26
H -3.7214 3.8866 0.1947 0.21 -0.28 0.16
H -2.3973 3.2052 2.2249 -0.01 0.02 0.21
Te 2.2385 0.5501 -0.3294 0.31 0.27 -0.20
C 1.9773 0.5920 -2.4416 -0.02 -0.28 -0.50
C 1.9434 -0.6027 -3.1760 1.00 0.40 0.58
C 2.1502 -0.5529 -4.5396 -0.72 -0.17 0.09
C 2.1979 0.6283 -5.2442 -0.23 0.36 -0.54
C 2.1181 1.8165 -4.5527 -0.09 -1.20 1.81
C 2.0302 1.7947 -3.1525 0.42 -0.22 0.24
C 4.0275 -0.5866 -0.1132 0.09 0.28 -0.95
C 5.1317 -0.0330 0.4876 0.47 2.20 1.98
C 6.2757 -0.7423 0.7816 -0.60 -1.89 -1.09
C 6.3650 -2.0662 0.3133 0.79 0.63 0.33
C 5.3769 -2.5821 -0.4781 -0.77 0.75 -0.97
C 4.2395 -1.8020 -0.7107 -0.41 -1.29 0.03
H 1.9917 -1.5641 -2.6812 -0.35 0.03 0.02
H 2.1985 -1.4642 -5.0741 0.09 -0.86 -0.47
H 2.2531 0.6095 -6.3337 0.19 0.05 0.33
H 2.2117 2.7528 -4.9873 0.03 1.51 -1.09
H 2.1374 2.7222 -2.6089 -0.18 0.13 0.02
H 5.1287 1.0097 0.8533 -0.30 -0.54 -0.28
H 7.1134 -0.3372 1.2837 0.49 0.62 0.48
H 7.2664 -2.6325 0.4756 0.17 -0.10 0.15
H 5.4883 -3.4680 -1.0918 0.10 -0.23 0.47
H 3.5056 -2.2100 -1.3682 -0.53 -0.28 -0.26
Cl 0.9462 -3.1188 1.5028 0.57 -0.10 -0.71
C 0.1932 -2.7520 3.0271 -0.48 0.08 -0.06
C -0.8829 -3.6031 3.3544 -0.13 0.52 0.29
C -1.5342 -3.3040 4.5405 -0.53 -1.06 0.25
C -1.0166 -2.2607 5.3262 -1.75 -0.45 0.65
C -0.0543 -1.3796 4.9247 0.53 0.32 0.37
C 0.6572 -1.5839 3.7265 -0.18 -1.32 -0.90
C 1.5474 -0.6610 3.0604 0.22 -0.17 0.06
H -1.2033 -4.4177 2.6760 0.39 0.61 0.55
H -2.4190 -3.9160 4.9057 1.37 0.87 -0.52
H -1.5229 -2.1542 6.2876 0.35 0.36 -0.14
H 0.2192 -0.5653 5.5956 0.05 -0.12 -0.24
H 2.4496 -1.0316 2.5592 -0.37 -0.17 0.22
H 1.7607 0.2008 3.6553 0.25 0.59 0.44
Se -1.3242 -2.1809 -2.3750 0.26 0.67 0.31
N -1.9623 -0.8026 -3.2614 -1.21 -0.10 -1.79
C -1.9212 0.3024 -2.6140 0.72 -0.64 0.21
C -2.5826 1.5671 -2.9787 -0.06 0.47 -0.53
C -1.9694 2.7086 -2.1971 0.03 0.30 -0.11
C -1.2977 2.4931 -1.0435 0.29 -0.72 0.02
N -0.9836 1.2210 -0.5344 0.18 0.25 0.39
C -1.2268 0.2012 -1.3668 -0.10 -0.62 0.89
N -0.8807 -1.0478 -1.0327 0.32 0.01 0.75
H -2.5701 1.6845 -4.0791 -0.18 0.24 0.69
H -2.1030 3.7287 -2.5741 -0.02 -0.55 0.26
H -0.8980 3.2821 -0.3853 -0.35 -0.12 -0.76
```
Forces are in eV/Å.



# 4
Density functional theory data (ωB97M-V/def2-TZVPD) for C30H25CrIN2PS6Se4 as an isolated structure.

Its largest force on an atom is 1.1 eV/A. For the HOMO-LUMO gap (alpha / beta), the calculation gives 4.34 / 6.44 eV. Its charge is -1. The value obtained for the electronic energy is -406707.7676 eV. As for the multiplicity: 5.

```
70
Properties=species:S:1:pos:R:3:forces:R:3
Cr 0.6629 -1.3920 0.5513 -0.55 -0.79 -0.45
Se -0.1819 -1.7184 2.8291 -0.05 0.24 0.14
Se 1.6062 -2.7619 3.8981 0.09 -0.05 -0.11
Se 3.3554 -1.3461 3.2890 -0.13 0.07 0.09
Se 3.1308 -1.3261 0.9704 0.11 0.05 -0.07
I 1.3755 -0.8776 -2.0802 0.36 -0.12 0.35
C 0.3920 0.8050 -2.7965 0.15 0.04 -0.03
C 0.0229 0.6073 -4.1326 0.11 0.31 -0.11
C -0.4756 1.6717 -4.8582 0.00 0.05 -0.01
C -0.5392 2.9203 -4.2593 -0.05 -0.02 0.00
C -0.1673 3.1294 -2.9111 0.05 -0.03 0.12
C -0.1728 4.4369 -2.3844 0.02 -0.06 0.06
C 0.2690 4.6774 -1.0824 -0.09 0.02 -0.12
C 0.5753 3.6294 -0.2574 0.04 -0.22 -0.10
C 0.4886 2.2591 -0.6736 -0.03 0.05 -0.14
P 0.3548 1.1024 0.7171 0.26 0.54 0.50
C -1.1420 1.7133 1.6500 0.05 -0.04 -0.06
C -2.3176 0.9712 1.6796 -0.08 -0.04 0.02
C -3.4577 1.4395 2.3262 0.06 0.01 -0.04
C -3.4443 2.6725 2.9562 0.06 0.01 -0.02
C -2.2731 3.4206 2.9509 -0.01 -0.05 -0.05
C -1.1384 2.9443 2.3118 -0.01 0.07 0.05
C 1.6763 1.6980 1.8691 -0.08 -0.14 -0.08
C 2.8905 2.1548 1.3643 0.04 0.05 -0.04
C 3.8871 2.6044 2.2154 -0.02 -0.01 0.03
C 3.6834 2.6045 3.5922 0.03 -0.01 -0.08
C 2.4924 2.1225 4.1048 -0.11 -0.03 -0.04
C 1.5003 1.6545 3.2480 0.02 0.04 0.07
C 0.2503 2.0056 -2.0756 0.08 0.25 -0.13
H 0.1491 -0.3645 -4.5911 0.04 0.08 0.02
H -0.7723 1.5331 -5.8925 0.03 0.04 0.02
H -0.8576 3.7849 -4.8328 -0.03 -0.05 0.04
H -0.4680 5.2515 -3.0357 0.02 -0.01 0.02
H 0.3606 5.6923 -0.7121 -0.01 -0.01 -0.02
H 0.9219 3.8552 0.7395 -0.01 -0.05 0.02
H -2.3526 0.0030 1.2056 -0.01 -0.01 -0.05
H -4.3505 0.8251 2.3408 0.03 0.01 -0.01
H -4.3296 3.0451 3.4577 0.02 -0.01 0.00
H -2.2367 4.3802 3.4522 0.00 -0.01 0.01
H -0.2347 3.5324 2.3689 -0.01 0.00 -0.03
H 3.0480 2.1629 0.2934 0.01 0.02 -0.02
H 4.8255 2.9559 1.8033 -0.02 -0.01 0.00
H 4.4600 2.9627 4.2584 -0.02 -0.01 -0.02
H 2.3341 2.0849 5.1760 -0.01 -0.01 -0.03
H 0.5859 1.2509 3.6615 -0.03 0.00 0.02
C -2.5137 0.5193 -1.9965 -0.12 -0.16 -0.06
N -2.2160 -0.8138 -2.5166 -0.31 0.49 0.08
C -2.2758 -1.1809 -3.8485 -0.17 -0.03 0.12
C -1.9658 -2.4910 -3.9152 0.03 -0.04 0.20
N -1.7244 -2.8876 -2.6149 -0.02 -0.49 -0.05
C -1.8848 -1.8696 -1.7560 0.15 -0.13 0.01
S -1.7406 -1.9903 -0.0507 -0.13 0.29 -0.13
H -2.4234 1.2335 -2.8125 -0.01 -0.02 0.01
H -1.7994 0.7814 -1.2228 -0.03 -0.06 0.04
H -3.5154 0.5396 -1.5700 -0.05 -0.03 -0.02
H -2.5118 -0.4720 -4.6217 0.00 -0.02 0.08
H -1.8864 -3.1570 -4.7551 0.01 0.00 0.05
H -1.4473 -3.8048 -2.2943 0.10 0.06 -0.02
C 3.5172 -5.7214 0.8012 0.09 -0.01 0.00
S 2.3742 -5.8797 2.1883 -0.01 -0.03 -0.03
C 0.8147 -5.9256 1.3795 0.13 -0.19 0.26
C 0.3066 -5.0786 0.4687 -0.21 0.28 -0.11
S 1.0571 -3.7129 -0.3054 0.25 -0.08 -0.11
S -1.2725 -5.5449 -0.1233 -0.23 0.18 -0.20
C -1.5217 -6.9914 0.7649 0.01 0.01 0.00
S -2.8518 -7.9620 0.6311 0.05 0.05 0.03
S -0.1915 -7.2938 1.8082 0.15 -0.18 0.12
H 4.5101 -5.7771 1.2499 -0.02 -0.02 -0.04
H 3.3887 -4.7576 0.3123 0.03 -0.06 0.03
H 3.3868 -6.5399 0.0946 0.01 0.03 0.01
```
Forces are in eV/Å.